1.
Computed, not measured: C5H8O in the gas phase, with ωB97M-V with the def2-TZVPD basis set.

Properties
* energy above the lowest of the compared OMol25 structures with the same formula, charge and spin: 5.389 eV
* orbital gap: 8.237 eV
* E_LUMO: 0.99 eV

Cartesian coordinates (Å):
C 1.284 0.586 -0.644
C 0.232 0.702 0.442
C -1.250 0.537 0.078
C -1.100 -0.949 0.416
C 1.062 -0.934 -0.734
O 0.300 -0.754 0.813
H 1.038 1.120 -1.569
H 2.260 0.935 -0.278
H 0.438 1.392 1.269
H -1.939 1.046 0.753
H -1.479 0.778 -0.961
H -1.639 -1.335 1.278
H -1.152 -1.621 -0.443
H 1.944 -1.505 -0.419

***

2.
Computed, not measured: a 3-piece molecular cluster, C19H23F3N2O5 overall, with ωB97M-V with the def2-TZVPD basis set.

Properties
* energy above the lowest of the compared OMol25 structures with the same formula, charge and spin: 14.433 eV
* orbital gap: 7.615 eV
* E_LUMO: -1.76 eV

Cartesian coordinates (Å):
C 0.929 0.696 0.977
N 0.511 1.065 2.383
C 1.712 1.757 3.058
C -0.668 2.012 2.420
O -0.672 2.943 3.405
C -1.964 2.001 1.416
C -3.397 1.852 2.197
C -4.045 3.115 3.016
C -3.418 4.621 3.160
F -2.535 5.050 2.052
F -2.836 4.751 4.517
F -4.599 5.563 3.129
C -5.485 2.848 3.823
C -6.280 1.412 3.829
C -5.625 0.183 2.963
C -4.211 0.429 2.172
C -3.918 -1.011 1.447
O -2.809 -1.572 0.959
N -5.304 -1.688 1.403
C -6.105 -1.358 2.679
O -6.982 -2.117 3.342
H 0.254 -0.206 0.593
H 0.974 1.592 0.221
H 2.037 0.260 1.035
H 1.833 2.794 2.499
H 1.570 1.875 4.224
H 2.716 1.134 2.921
H -1.999 2.949 0.691
H -1.880 1.069 0.675
H -5.971 3.733 4.458
H -7.282 1.254 4.414
H -5.920 -1.318 0.622
C 3.549 -2.094 -1.624
C 2.061 -1.980 -1.824
O 1.343 -1.441 -0.984
C 1.486 -2.553 -3.092
H 3.822 -1.638 -0.666
H 3.842 -3.146 -1.606
H 4.073 -1.566 -2.424
H 1.688 -3.626 -3.140
H 1.918 -2.045 -3.958
H 0.402 -2.399 -3.101
C 4.895 -2.131 -6.352
C 5.303 -2.755 -5.044
O 4.469 -3.227 -4.274
C 6.772 -2.779 -4.716
H 3.806 -2.185 -6.455
H 5.197 -1.081 -6.374
H 5.352 -2.676 -7.182
H 7.158 -1.758 -4.665
H 7.313 -3.352 -5.473
H 6.919 -3.258 -3.743

***

3.
Computed, not measured: C6H12O in the gas phase, with ωB97M-V with the def2-TZVPD basis set.

Properties
* energy above the lowest of the compared OMol25 structures with the same formula, charge and spin: 1.783 eV
* orbital gap: 10.761 eV
* E_LUMO: 1.12 eV

Cartesian coordinates (Å):
C -2.245 0.556 -0.533
C -1.084 -0.146 -1.215
O 0.147 0.567 -1.239
C 0.672 1.189 -0.081
C 1.335 0.232 0.899
C 1.927 -1.039 0.355
C 0.701 -1.085 1.236
H -3.160 0.027 -0.810
H -2.178 0.539 0.558
H -2.315 1.598 -0.856
H -1.304 -0.292 -2.276
H -0.962 -1.155 -0.797
H 1.445 1.869 -0.467
H -0.077 1.821 0.426
H 1.877 0.724 1.709
H 1.806 -1.198 -0.717
H 2.860 -1.409 0.776
H -0.256 -1.322 0.790
H 0.811 -1.477 2.242

***

Number 3 is which compound? C6H12O

***

Repeat the third record exactly.
Computed, not measured: C6H12O in the gas phase, with ωB97M-V with the def2-TZVPD basis set.

Properties
* energy above the lowest of the compared OMol25 structures with the same formula, charge and spin: 1.783 eV
* orbital gap: 10.761 eV
* E_LUMO: 1.12 eV

Cartesian coordinates (Å):
C -2.245 0.556 -0.533
C -1.084 -0.146 -1.215
O 0.147 0.567 -1.239
C 0.672 1.189 -0.081
C 1.335 0.232 0.899
C 1.927 -1.039 0.355
C 0.701 -1.085 1.236
H -3.160 0.027 -0.810
H -2.178 0.539 0.558
H -2.315 1.598 -0.856
H -1.304 -0.292 -2.276
H -0.962 -1.155 -0.797
H 1.445 1.869 -0.467
H -0.077 1.821 0.426
H 1.877 0.724 1.709
H 1.806 -1.198 -0.717
H 2.860 -1.409 0.776
H -0.256 -1.322 0.790
H 0.811 -1.477 2.242